(1)
An isolated ion of composition C16H32N and charge +1 in a non-equilibrium geometry, computed with ωB97M-V with the def2-TZVPD basis set.

Last column: Löwdin charge in e.
Geometry (Å):
C: 3.464 3.030 -0.513  -0.067
C: 2.641 2.536 -1.584  -0.048
C: 1.957 2.126 -2.481  -0.021
C: 1.110 1.653 -3.557  -0.124
H: 1.625 1.777 -4.514  0.149
H: 0.187 2.238 -3.587  0.142
N: 0.757 0.205 -3.403  -0.341
C: 1.981 -0.597 -3.591  0.011
H: 1.773 -1.651 -3.420  0.120
H: 2.747 -0.265 -2.891  0.114
H: 2.359 -0.474 -4.605  0.119
C: -0.225 -0.166 -4.435  0.012
H: -1.132 0.425 -4.330  0.109
H: 0.189 0.009 -5.426  0.119
H: -0.480 -1.221 -4.344  0.123
C: 0.226 -0.074 -2.034  -0.133
C: -0.982 0.751 -1.601  -0.168
H: -0.745 1.815 -1.612  0.116
H: -1.832 0.571 -2.261  0.114
C: -1.399 0.375 -0.173  -0.194
C: -0.371 0.783 0.884  -0.216
C: -0.942 0.741 2.302  -0.212
C: -1.313 -0.667 2.764  -0.227
C: -1.747 -0.674 4.228  -0.219
C: -2.268 -2.026 4.718  -0.218
C: -1.217 -3.145 4.727  -0.260
C: -1.289 -4.055 3.505  -0.116
H: -0.523 -4.826 3.564  0.069
H: -1.145 -3.498 2.583  0.052
H: -2.259 -4.546 3.458  0.074
H: -0.220 -2.707 4.801  0.104
H: -1.363 -3.764 5.614  0.103
H: -3.117 -2.331 4.101  0.109
H: -2.642 -1.881 5.733  0.107
H: -0.905 -0.367 4.854  0.116
H: -2.538 0.068 4.360  0.114
H: -0.449 -1.321 2.636  0.110
H: -2.130 -1.055 2.153  0.113
H: -0.195 1.147 2.988  0.117
H: -1.822 1.385 2.357  0.118
H: 0.500 0.125 0.841  0.109
H: -0.035 1.802 0.674  0.113
H: -1.586 -0.697 -0.118  0.116
H: -2.338 0.886 0.044  0.126
H: -0.031 -1.135 -1.991  0.149
H: 1.041 0.117 -1.334  0.122
H: 3.447 4.118 -0.515  0.096
H: 3.085 2.674 0.444  0.088
H: 4.491 2.693 -0.640  0.093

As for the charge: +1. The calculation puts the HOMO-LUMO gap at 10.3 eV. Its LUMO energy is -2.412 eV. As for the electronic energy: -18593.8398 eV. As for the structure (SMILES): CC#CC[N+](C)(C)CCCCCCCCCC. The calculation puts the energy above the lowest of the compared OMol25 structures with the same formula, charge and spin at 3.3 kcal/mol. The calculation puts the HOMO energy at -12.73 eV.

(2)
One molecule with the formula C3H3N3S in a non-equilibrium geometry, computed with ωB97M-V with the def2-TZVPD basis set.

Last column: Löwdin charge in e.
Geometry (Å):
C: -0.210 -0.324 -0.201  -0.493
C: -1.839 1.073 0.107  -0.079
C: -2.351 -0.408 0.047  -0.108
H: 3.184 -0.767 0.262  -0.082
H: -2.409 1.932 0.289  0.079
H: -3.347 -0.682 0.427  0.103
N: 0.995 -0.860 0.024  -0.329
N: -0.561 1.122 -0.184  0.084
N: -1.351 -1.224 -0.043  0.100
S: 2.212 0.263 0.045  0.724

The calculation puts the HOMO-LUMO gap at 7.7 eV. Its LUMO energy is -1.236 eV. As for the electronic energy: -18462.7177 eV. As for the structure (SMILES): SN=C1N=CC=N1. The calculation puts the energy above the lowest of the compared OMol25 structures with the same formula, charge and spin at 54.5 kcal/mol. The calculation puts the HOMO energy at -8.95 eV.

(3)
C8H20AuIN3O5 as an isolated structure in a non-equilibrium geometry, computed with ωB97M-V with the def2-TZVPD basis set.

Last column: Löwdin charge in e.
Geometry (Å):
Au: 0.603 0.072 0.110  1.384
C: -1.417 -2.672 -0.410  -0.054
O: -1.249 -1.495 0.312  -0.257
C: -2.410 -0.727 0.621  -0.130
C: -2.447 0.554 -0.184  -0.132
O: -1.296 1.291 0.217  -0.277
C: -1.234 2.662 -0.240  -0.004
H: -2.319 -3.219 -0.121  0.123
H: -0.527 -3.286 -0.303  0.108
H: -1.541 -2.442 -1.509  0.107
H: -2.310 -0.466 1.676  0.150
H: -3.332 -1.289 0.469  0.159
H: -3.360 1.091 0.089  0.169
H: -2.442 0.407 -1.269  0.146
H: -2.086 3.206 0.168  0.127
H: -1.269 2.716 -1.330  0.107
H: -0.317 3.100 0.146  0.105
C: 0.744 0.125 4.926  0.081
O: 1.872 -0.122 4.018  0.091
C: 1.716 -0.085 2.753  -0.500
O: 0.610 0.148 2.181  -0.001
N: 2.842 -0.308 2.049  0.091
N: 2.779 -0.323 0.648  0.072
H: 1.199 0.268 5.899  0.123
H: 0.100 -0.750 4.936  0.118
H: 0.197 1.009 4.611  0.110
H: 3.725 -0.460 2.526  0.208
H: 3.060 -1.235 0.284  0.156
H: 3.405 0.389 0.266  0.153
N: 1.109 1.457 -3.208  0.254
C: 0.763 0.195 -3.083  -0.549
O: 0.507 -0.362 -1.979  -0.099
C: 0.710 -0.621 -4.354  -0.529
I: -1.285 -1.102 -4.973  0.960
H: 1.227 2.059 -2.406  0.131
H: 1.323 1.862 -4.110  0.159
H: 1.228 -1.567 -4.224  0.074
H: 1.122 -0.080 -5.202  0.065

As for the charge: +3. The calculation puts the HOMO-LUMO gap (alpha / beta) at 3.4 / 3.4 eV. Its LUMO energy (alpha / beta) is -14.626 / -14.648 eV. As for the electronic energy: -35088.4084 eV. The calculation puts the energy above the lowest of the compared OMol25 structures with the same formula, charge and spin at 5.8 kcal/mol. The calculation puts the HOMO energy (alpha / beta) at -18.01 / -18.01 eV.

(4)
C6H10S as an isolated structure in a non-equilibrium geometry, computed with ωB97M-V with the def2-TZVPD basis set.

Last column: Löwdin charge in e.
Geometry (Å):
C: 2.297 1.319 -0.048  -0.038
C: 1.676 0.194 -0.128  -0.278
C: -1.687 -0.822 -0.779  -0.166
C: -2.110 -0.760 0.646  -0.192
C: -1.064 0.146 0.141  -0.764
C: 0.706 -0.395 0.793  -0.073
S: -1.208 1.883 -0.114  0.739
H: 3.030 1.671 -0.747  0.056
H: 2.480 2.006 0.805  0.088
H: 1.684 -0.446 -0.973  0.102
H: -1.009 -1.707 -1.022  0.122
H: -2.403 -0.466 -1.549  0.114
H: -2.905 -0.130 1.062  0.102
H: -1.731 -1.288 1.522  0.098
H: 0.362 -1.511 0.769  0.114
H: 0.707 -0.118 1.857  0.093
H: 0.197 1.932 -0.328  -0.116

The calculation puts the HOMO-LUMO gap at 9.4 eV. Its LUMO energy is 0.903 eV. As for the electronic energy: -17215.3238 eV. The calculation puts the energy above the lowest of the compared OMol25 structures with the same formula, charge and spin at 99.1 kcal/mol. The calculation puts the HOMO energy at -8.45 eV.

(5)
A 2-piece molecular cluster, C8H10BrN3O2 overall in a non-equilibrium geometry, computed with ωB97M-V with the def2-TZVPD basis set.

Last column: Löwdin charge in e.
Geometry (Å):
C: 0.951 -1.068 -0.591  -0.034
C: 0.187 0.333 -2.434  -0.028
C: 1.919 -1.547 -1.389  0.000
C: 1.155 -0.118 -3.285  0.007
C: 0.014 -0.167 -1.175  -0.311
C: 2.029 -1.004 -2.705  -0.150
C: -0.391 -0.032 2.733  -0.175
C: -0.008 0.798 1.576  -0.602
N: -1.869 1.092 -0.691  -0.025
N: -1.031 0.058 -0.353  -0.001
N: 3.190 -1.434 -3.493  -0.351
O: 3.965 -2.276 -3.062  0.058
O: 3.234 -0.949 -4.620  0.051
Br: -0.620 2.586 1.659  0.740
H: 0.918 -1.474 0.408  0.114
H: -0.511 1.017 -2.865  0.105
H: 2.785 -2.271 -1.112  0.155
H: 1.310 0.374 -4.236  0.129
H: -1.343 0.274 3.201  0.082
H: -0.659 -0.927 2.422  0.018
H: 0.383 0.090 3.478  0.089
H: 0.946 0.694 1.309  -0.006
H: -1.597 1.999 -1.051  0.068
H: -2.607 1.275 -0.031  0.068

The calculation puts the HOMO-LUMO gap (alpha / beta) at 7.0 / 7.4 eV. Its LUMO energy (alpha / beta) is -1.048 / -0.534 eV. As for the electronic energy: -87059.0519 eV. The calculation puts the HOMO energy (alpha / beta) at -8.00 / -7.94 eV.

(6)
One molecule with the formula C20H24N4O3S in a non-equilibrium geometry, computed with ωB97M-V with the def2-TZVPD basis set.

Last column: Löwdin charge in e.
Geometry (Å):
C: 3.517 3.155 -0.130  -0.013
N: 2.525 2.166 0.179  -0.020
C: 2.657 1.021 0.921  -0.306
N: 1.539 0.356 1.036  0.157
C: 0.598 1.069 0.341  -0.211
C: -0.748 0.804 0.130  0.056
C: -1.468 1.709 -0.631  -0.293
C: -0.853 2.846 -1.179  -0.029
C: 0.487 3.113 -0.986  -0.011
C: 1.207 2.217 -0.215  -0.168
H: 0.943 3.990 -1.420  0.107
H: -1.451 3.524 -1.770  0.109
N: -2.820 1.466 -0.884  -0.063
S: -3.839 0.856 0.311  0.667
O: -3.419 1.283 1.612  -0.272
O: -5.156 1.204 -0.137  -0.288
C: -3.613 -0.908 0.153  -0.298
C: -3.203 -1.647 1.245  -0.067
C: -3.028 -3.014 1.105  -0.062
C: -3.268 -3.618 -0.119  -0.071
C: -3.687 -2.865 -1.205  -0.064
C: -3.863 -1.498 -1.070  -0.057
H: -4.192 -0.883 -1.892  0.116
H: -3.874 -3.343 -2.155  0.107
H: -3.128 -4.684 -0.228  0.106
H: -2.704 -3.605 1.948  0.108
H: -3.025 -1.138 2.179  0.117
H: -3.289 2.170 -1.434  0.115
H: -1.210 -0.072 0.549  0.103
C: 3.929 0.575 1.535  -0.084
H: 4.364 1.396 2.113  0.115
H: 3.692 -0.236 2.223  0.113
C: 5.015 0.097 0.529  -0.184
N: 4.799 -1.102 -0.222  -0.176
C: 4.123 -1.066 -1.502  -0.145
C: 2.666 -1.555 -1.455  -0.188
O: 2.571 -2.809 -0.816  -0.130
C: 3.061 -2.715 0.508  -0.191
C: 4.549 -2.337 0.492  -0.150
H: 4.936 -2.254 1.508  0.122
H: 5.096 -3.135 -0.029  0.125
H: 2.921 -3.700 0.955  0.123
H: 2.474 -1.968 1.061  0.101
H: 2.287 -1.698 -2.469  0.125
H: 2.029 -0.832 -0.931  0.098
H: 4.159 -0.055 -1.909  0.119
H: 4.679 -1.732 -2.176  0.122
H: 5.221 0.895 -0.188  0.108
H: 5.927 -0.060 1.120  0.119
H: 3.926 3.001 -1.133  0.098
H: 3.063 4.146 -0.089  0.095
H: 4.328 3.111 0.594  0.089

The calculation puts the HOMO-LUMO gap at 8.4 eV. Its LUMO energy is 0.545 eV. As for the electronic energy: -44067.2039 eV. As for the structure (SMILES): Cn1c(CCN2CCOCC2)nc2cc(NS(=O)(=O)c3ccccc3)ccc21. The calculation puts the energy above the lowest of the compared OMol25 structures with the same formula, charge and spin at 63.3 kcal/mol. The calculation puts the HOMO energy at -7.86 eV.